Entry 1:
Entry from the OMol25 dataset: a single C14H18FNO3 molecule (the ωB97M-V functional and the def2-TZVPD basis).

Each line ends with the natural charge from an NBO analysis.
Positions of all 37 atoms, in Å:
1 C 2.99276 -0.60803 -2.34549  -0.6057
2 C 3.01118 -1.27145 -0.97310  -0.3922
3 C 3.60733 -0.34684 0.08582  -0.3852
4 C 3.64679 -0.98268 1.48513  -0.5027
5 C 2.31499 -0.87041 2.18358  0.7976
6 O 1.99908 0.00852 2.93698  -0.5793
7 O 1.49158 -1.88799 1.85365  -0.5244
8 C 0.23953 -1.94125 2.52248  -0.1767
9 C -0.88894 -1.11919 1.88454  0.6621
10 O -1.95597 -1.02080 2.44314  -0.5978
11 N -0.56162 -0.58192 0.68623  -0.6236
12 C -1.33491 0.22894 -0.14965  0.2434
13 C -2.60846 0.67416 0.18787  -0.2817
14 C -3.31240 1.47815 -0.68974  -0.1601
15 C -2.79004 1.86709 -1.91632  -0.1296
16 C -3.53634 2.74863 -2.86730  -0.6246
17 C -1.51579 1.40468 -2.22335  0.4744
18 F -0.95647 1.74935 -3.40669  -0.3380
19 C -0.78602 0.60008 -1.37416  -0.3612
20 H 2.52467 -1.25867 -3.08030  0.2147
21 H 4.00650 -0.39346 -2.67549  0.2072
22 H 2.44553 0.33224 -2.31795  0.2012
23 H 3.60658 -2.18576 -1.02454  0.2025
24 H 1.99792 -1.56750 -0.69046  0.1840
25 H 3.04434 0.58888 0.13056  0.2073
26 H 4.62912 -0.09881 -0.20751  0.2119
27 H 4.37475 -0.45495 2.10180  0.2387
28 H 3.92644 -2.03319 1.40471  0.2255
29 H 0.35095 -1.58897 3.55384  0.2339
30 H -0.06145 -2.99168 2.53054  0.2213
31 H 0.36634 -0.78881 0.33712  0.4039
32 H -3.03903 0.38756 1.13201  0.2580
33 H -4.30008 1.81529 -0.41366  0.2135
34 H -4.58929 2.79390 -2.60379  0.2173
35 H -3.12735 3.75886 -2.84002  0.2230
36 H -3.43599 2.38072 -3.88666  0.2256
37 H 0.19617 0.26846 -1.67334  0.2157

For the total energy, the calculation gives -924.661521 Ha. As for the orbital gap: 9.3 eV.

***

Entry 2:
Entry from the OMol25 dataset: a 2-piece molecular cluster, C4H9NO overall (the ωB97M-V functional and the def2-TZVPD basis).

Each line ends with the natural charge from an NBO analysis.
Positions of all 15 atoms, in Å:
1 C -1.55960 0.36414 -0.84027  -0.6370
2 C -0.46638 0.65708 0.14853  -0.1922
3 C 0.76793 0.21542 -0.01269  0.0645
4 C 1.76756 -0.22953 -0.95146  -0.2853
5 N 2.10555 0.53255 0.29681  -0.5835
6 H -2.55722 0.48875 -0.41257  0.2255
7 H -1.44923 1.06947 -1.67231  0.2157
8 H -1.48704 -0.64948 -1.24674  0.2226
9 H -0.67318 1.32782 0.97897  0.2073
10 H 1.84404 0.35397 -1.86375  0.2013
11 H 2.09571 -1.26229 -1.02890  0.2022
12 H 2.53414 -0.08753 0.98049  0.3590
13 O -1.28489 -1.18443 1.84897  -0.9377
14 H -1.15928 -0.44820 2.45901  0.4617
15 H -0.47812 -1.14774 1.31589  0.4757

For the total energy, the calculation gives -287.711851 Ha. As for the orbital gap: 9.8 eV.